a) Here is a cluster of 5 separate species, C5H20O5 in total from the OMol25 dataset. Energies are from ωB97M-V with the def2-TZVPD basis set.

CARTESIAN COORDINATES (ANGSTROEM)
C -8.332 19.573 2.362
O -7.546 20.630 2.852
H -9.256 19.993 1.964
H -7.899 18.966 1.567
H -8.818 18.893 3.061
H -6.636 20.362 2.999
C -6.862 19.953 -1.240
O -6.127 20.601 -2.260
H -7.371 20.805 -0.790
H -7.645 19.303 -1.631
H -6.232 19.404 -0.541
H -5.545 21.213 -1.804
C -11.707 19.806 4.484
O -13.000 19.335 4.171
H -11.656 20.626 5.200
H -11.151 19.015 4.987
H -11.175 20.097 3.578
H -13.315 20.016 3.573
C -4.159 19.876 2.201
O -5.128 19.439 3.086
H -3.840 19.118 1.486
H -4.636 20.654 1.604
H -3.264 20.263 2.687
H -4.817 18.772 3.703
C -9.256 23.370 4.465
O -8.999 22.945 3.155
H -10.042 24.111 4.604
H -9.556 22.553 5.122
H -8.359 23.816 4.894
H -8.266 22.330 3.077

The value obtained for the lowest unoccupied orbital energy is 0.3 eV. As for the SMILES: CO.CO.CO.CO.CO. Its charge is 0. The orbital gap is 9.99 eV. The value obtained for the HOMO energy is -9.7 eV.

---

b) Here is a cluster of 5 separate species, C5H20O5 in total from the OMol25 dataset. Energies are from ωB97M-V with the def2-TZVPD basis set.

CARTESIAN COORDINATES (ANGSTROEM)
C -2.031 -0.966 -0.932
O -1.438 -0.703 0.320
H -1.270 -1.430 -1.559
H -2.850 -1.665 -0.765
H -2.492 -0.079 -1.364
H -0.597 -0.251 0.212
C 2.157 1.354 -5.591
O 1.592 1.610 -6.894
H 1.628 0.479 -5.213
H 3.198 1.070 -5.745
H 2.091 2.169 -4.870
H 0.928 2.304 -6.873
C -2.160 3.923 2.430
O -3.161 3.366 1.690
H -1.144 3.623 2.174
H -2.181 5.012 2.395
H -2.328 3.724 3.489
H -3.103 2.428 1.885
C 3.799 -0.312 -0.309
O 2.829 0.668 0.079
H 4.472 0.140 -1.038
H 4.407 -0.465 0.582
H 3.406 -1.191 -0.819
H 3.308 1.213 0.707
C -1.634 -4.576 4.623
O -0.824 -4.108 3.511
H -1.397 -3.914 5.455
H -2.707 -4.524 4.438
H -1.382 -5.599 4.900
H -1.118 -3.300 3.083

The value obtained for the lowest unoccupied orbital energy is 0.4 eV. As for the SMILES: CO.CO.CO.CO.CO. Its charge is 0. The orbital gap is 10.63 eV. The value obtained for the HOMO energy is -10.3 eV.

---

c) Here is a cluster of 5 separate species, C5H20O5 in total from the OMol25 dataset. Energies are from ωB97M-V with the def2-TZVPD basis set.

CARTESIAN COORDINATES (ANGSTROEM)
C -2.860 9.306 12.861
O -2.259 9.230 11.636
H -3.908 9.418 12.585
H -2.707 8.360 13.381
H -2.548 10.128 13.506
H -1.319 9.163 11.819
C -1.198 8.271 5.754
O -2.123 9.256 6.120
H -1.177 7.467 6.490
H -1.571 7.709 4.897
H -0.204 8.686 5.588
H -2.183 9.296 7.078
C 0.293 14.497 13.151
O 0.262 15.895 13.287
H 0.035 13.945 14.055
H -0.380 14.213 12.342
H 1.315 14.260 12.854
H -0.316 16.032 14.040
C -1.512 3.168 11.984
O -2.313 2.115 11.614
H -1.868 3.645 12.897
H -0.518 2.747 12.131
H -1.496 3.825 11.114
H -2.038 1.700 10.793
C 3.129 7.149 13.199
O 2.668 7.831 12.032
H 2.910 6.081 13.175
H 4.199 7.233 13.385
H 2.636 7.495 14.108
H 2.898 7.298 11.268

The value obtained for the lowest unoccupied orbital energy is 0.2 eV. As for the SMILES: CO.CO.CO.CO.CO. Its charge is 0. The orbital gap is 10.50 eV. The value obtained for the HOMO energy is -10.3 eV.

---

Which structure is the most stable? The one labeled a).

---

a) Here is an isolated molecule of C5H7FO from the OMol25 dataset. Energies are from ωB97M-V with the def2-TZVPD basis set.

CARTESIAN COORDINATES (ANGSTROEM)
C -1.483 -0.181 0.636
C -0.774 0.835 1.100
O 0.003 1.692 0.379
C 0.519 1.325 -0.827
C 1.156 0.198 -1.119
C 1.417 -0.929 -0.172
F 2.536 -1.621 -0.566
H -2.099 -0.763 1.296
H -1.485 -0.444 -0.408
H -0.799 1.147 2.135
H 0.429 2.111 -1.566
H 1.556 0.057 -2.109
H 1.602 -0.576 0.849
H 0.592 -1.657 -0.157

The value obtained for the lowest unoccupied orbital energy is 1.0 eV. As for the SMILES: C=CO/C=C\CF. Its charge is 0. The orbital gap is 10.11 eV. The value obtained for the HOMO energy is -9.1 eV.

---

b) Here is an isolated molecule of C5H7FO from the OMol25 dataset. Energies are from ωB97M-V with the def2-TZVPD basis set.

CARTESIAN COORDINATES (ANGSTROEM)
C 0.189 0.403 -1.505
C 0.825 -0.079 -0.236
O 2.078 -0.591 -0.568
C 0.259 -0.256 0.958
C -1.161 0.259 1.197
C -1.983 -0.201 2.131
F -3.230 0.244 2.156
H -0.871 0.410 -1.216
H 0.337 -0.342 -2.219
H 0.446 1.370 -2.015
H 2.529 -0.810 0.273
H 0.781 -0.642 1.808
H -1.500 0.886 0.393
H -1.788 -0.924 2.896

The value obtained for the lowest unoccupied orbital energy is 0.9 eV. As for the SMILES: C/C(O)=C\C=C\F. Its charge is 0. The orbital gap is 9.18 eV. The value obtained for the HOMO energy is -8.3 eV.

---

c) Here is an isolated molecule of C5H7FO from the OMol25 dataset. Energies are from ωB97M-V with the def2-TZVPD basis set.

CARTESIAN COORDINATES (ANGSTROEM)
C 0.271 -2.125 -0.720
C 0.182 -0.906 -0.206
O 1.015 -0.448 0.716
C 0.837 0.951 0.906
C -0.627 1.149 0.596
C -0.736 0.215 -0.654
F -0.148 0.854 -1.754
H 0.944 -2.935 -0.404
H -0.527 -2.372 -1.416
H 1.126 1.231 1.954
H 1.484 1.476 0.189
H -0.869 2.224 0.318
H -1.197 0.811 1.478
H -1.756 -0.124 -1.002

The value obtained for the lowest unoccupied orbital energy is 1.0 eV. As for the SMILES: C=C1OCC[C@H]1F. Its charge is 0. The orbital gap is 9.86 eV. The value obtained for the HOMO energy is -8.9 eV.

---

d) Here is an isolated molecule of C5H7FO from the OMol25 dataset. Energies are from ωB97M-V with the def2-TZVPD basis set.

CARTESIAN COORDINATES (ANGSTROEM)
C -0.414 0.226 -1.440
C 0.593 -0.079 -0.311
C 0.554 1.064 0.800
C 0.417 0.560 2.018
F 0.315 1.206 3.097
C 0.404 -0.964 1.841
O 0.270 -1.263 0.488
H -1.235 0.661 -0.940
H -0.588 -0.732 -2.006
H 0.023 1.072 -2.011
H 1.559 -0.166 -0.810
H 0.410 2.215 0.622
H 1.322 -1.453 2.332
H -0.445 -1.415 2.254

The value obtained for the lowest unoccupied orbital energy is 1.0 eV. As for the SMILES: C[C@H]1C=C(F)CO1. Its charge is 0. The orbital gap is 10.22 eV. The value obtained for the HOMO energy is -9.2 eV.

---

Which structure is the most stable? The one labeled c).

---

a) Here is the ion C5H12NO with charge +2 from the OMol25 dataset. Energies are from ωB97M-V with the def2-TZVPD basis set.

CARTESIAN COORDINATES (ANGSTROEM)
C 0.050 1.023 -0.795
O -1.025 1.773 -1.291
C -0.561 0.102 0.244
C 0.378 -0.762 1.094
C 1.166 -1.852 0.443
C 1.901 -1.891 -0.766
N -1.475 0.945 1.091
H 0.582 0.460 -1.560
H 0.814 1.688 -0.376
H -1.081 1.884 -2.249
H -1.209 -0.587 -0.273
H -0.150 -1.298 1.881
H 1.187 -0.246 1.624
H 1.300 -2.708 1.104
H 1.979 -1.210 -1.613
H 2.570 -2.754 -0.885
H -2.156 1.378 0.445
H -1.977 0.342 1.753
H -0.969 1.633 1.662

The value obtained for the lowest unoccupied orbital energy (alpha / beta) is -9.3 / -12.9 eV. The spin multiplicity is 2. Its charge is +2. The orbital gap (alpha / beta) is 9.64 / 6.04 eV. The value obtained for the HOMO energy (alpha / beta) is -19.0 / -19.0 eV.

---

b) Here is a cluster of 2 separate species, C5H12NO in total from the OMol25 dataset. Energies are from ωB97M-V with the def2-TZVPD basis set.

CARTESIAN COORDINATES (ANGSTROEM)
C 0.558 0.841 2.124
C 0.998 -0.557 1.673
C 0.708 -0.881 0.281
C -0.465 -0.738 -0.450
N -0.561 -1.107 -1.789
C -1.702 -1.173 -2.417
H 1.224 1.635 1.746
H -0.484 1.081 1.918
H 0.777 1.026 3.177
H 2.039 -0.690 1.993
H 0.444 -1.357 2.206
H 1.399 -1.637 -0.127
H -1.204 -0.063 -0.053
H 0.316 -1.202 -2.312
H -2.507 -0.596 -1.950
H -1.768 -1.492 -3.450
H 0.018 2.453 -1.643
H 0.448 2.367 -0.160
O -0.238 2.092 -0.766

The value obtained for the lowest unoccupied orbital energy (alpha / beta) is -10.9 / -13.3 eV. The spin multiplicity is 2. Its charge is +2. The orbital gap (alpha / beta) is 8.76 / 6.21 eV. The value obtained for the HOMO energy (alpha / beta) is -19.7 / -19.5 eV.

---

Which structure is the most stable? The one labeled a).